Entry 1
Formula: C4H6O
Source: OMol25
Level of theory: ωB97M-V with the def2-TZVPD basis set

The geometry in ORCA input format:
```
! wB97M-V def2-TZVPD RIJCOSX def2/J DEFGRID3
* xyz 0 1
O -0.64 0.59 1.82
C -0.87 0.89 0.46
C 0.59 -0.45 -1.67
C 1.43 0.21 -0.93
C 0.15 -0.26 -0.28
H 0.27 -1.06 0.50
H 0.16 -0.94 -2.56
H -1.25 -0.11 2.01
H 2.25 0.82 -0.87
H -1.98 0.89 0.26
H -0.41 1.92 0.13
*
```

Output
Structure (SMILES) ... OCC1C=C1
HOMO-LUMO gap ... 10.149 eV
HOMO energy ... -9.0 eV



Entry 2
Formula: C4H6O
Source: OMol25
Level of theory: ωB97M-V with the def2-TZVPD basis set

The geometry in ORCA input format:
```
! wB97M-V def2-TZVPD RIJCOSX def2/J DEFGRID3
* xyz 0 1
O 2.10 -0.02 0.21
C -0.88 0.90 0.22
C 0.98 -0.68 -0.32
C -1.83 1.45 -0.27
C -0.28 -0.41 0.49
H 1.18 -1.75 -0.27
H 0.80 -0.41 -1.37
H -0.12 -0.57 1.56
H -1.06 -1.10 0.15
H 1.85 0.90 0.37
H -2.73 1.69 -0.77
*
```

Output
Structure (SMILES) ... C#CCCO
HOMO-LUMO gap ... 10.842 eV
HOMO energy ... -10.1 eV



Calculated relative energies: entry 1 1.239; entry 2 0.000, given in eV



Entry 1
Formula: C6H11N2
Source: OMol25
Level of theory: ωB97M-V with the def2-TZVPD basis set

The geometry in ORCA input format:
```
! wB97M-V def2-TZVPD RIJCOSX def2/J DEFGRID3
* xyz 1 1
N 1.85 0.60 0.89
N 1.95 -0.33 -1.07
C -2.46 -0.60 0.47
C -0.27 0.50 -0.34
C 2.53 0.51 -0.22
C -1.79 0.60 -0.33
C 0.65 -0.71 -0.55
C 0.59 -0.03 0.76
H -3.50 -0.49 0.68
H 0.05 1.36 -0.95
H -2.27 -1.57 -0.03
H 3.55 0.83 -0.28
H -1.87 -0.55 1.30
H 2.12 0.96 1.74
H 0.41 -1.83 -0.82
H -2.00 1.68 -0.06
H 2.37 -0.79 -1.82
H 0.23 -0.73 1.94
H -2.15 0.60 -1.33
*
```

Output
HOMO-LUMO gap ... 10.145 eV
HOMO energy ... -13.8 eV



Entry 2
Formula: C6H11N2
Source: OMol25
Level of theory: ωB97M-V with the def2-TZVPD basis set

The geometry in ORCA input format:
```
! wB97M-V def2-TZVPD RIJCOSX def2/J DEFGRID3
* xyz 1 1
N 0.17 -1.35 -0.98
N 0.21 1.47 0.65
C -0.52 1.68 1.79
C -0.77 -1.10 -3.36
C 1.20 0.36 0.51
C -0.50 0.93 2.94
C -0.19 -1.03 -2.06
C 0.77 -1.08 0.25
H 1.79 0.69 -0.40
H -1.47 -0.29 -3.60
H -1.48 -1.86 -3.56
H 1.62 0.16 1.42
H -0.08 0.00 3.25
H 0.01 -1.33 1.01
H -1.21 2.54 1.67
H 1.58 -1.75 0.57
H 0.01 -1.21 -4.11
H -1.13 1.15 3.76
H 0.11 2.03 -0.15
*
```

Output
Structure (SMILES) ... C=CNCC[N+]#CC
HOMO-LUMO gap ... 6.554 eV
HOMO energy ... -11.4 eV



Calculated relative energies: entry 1 0.000; entry 2 0.545, given in eV



Entry 1
Formula: C6H11N2
Source: OMol25
Level of theory: ωB97M-V with the def2-TZVPD basis set

The geometry in ORCA input format:
```
! wB97M-V def2-TZVPD RIJCOSX def2/J DEFGRID3
* xyz 1 1
N -1.35 -0.15 0.72
N 1.91 -1.21 -0.02
C 1.03 1.07 0.89
C 1.47 0.04 0.08
C -0.69 -1.36 0.39
C 0.59 -1.14 -0.45
C -2.03 0.55 -0.29
C 1.71 1.48 -0.36
H 0.41 1.23 1.77
H -0.54 -2.13 1.21
H -3.13 0.48 -0.33
H 0.46 -1.02 -1.59
H 2.73 1.86 -0.53
H -1.26 -2.15 -0.22
H -2.14 1.65 -0.02
H -1.52 0.41 -1.36
H -1.69 -0.19 1.67
H 1.31 2.17 -1.10
H 2.72 -1.59 -0.44
*
```

Output
HOMO-LUMO gap (alpha / beta) ... 7.203 / 7.202 eV
HOMO energy (alpha / beta) ... -13.2 / -13.2 eV



Entry 2
Formula: C6H11N2
Source: OMol25
Level of theory: ωB97M-V with the def2-TZVPD basis set

The geometry in ORCA input format:
```
! wB97M-V def2-TZVPD RIJCOSX def2/J DEFGRID3
* xyz 1 1
N 0.85 -1.31 0.50
N 2.01 1.25 -1.04
C -0.08 -0.64 -0.34
C -1.34 -0.31 -0.10
C -1.97 0.64 -1.09
C 2.10 -0.84 0.46
C 2.59 0.38 -0.27
C -1.92 -0.26 1.29
H -1.40 -0.78 2.08
H -2.94 -0.44 1.28
H 0.69 -2.14 1.07
H 3.72 0.39 -0.07
H 2.94 -1.25 0.95
H -2.42 0.13 -1.86
H -2.06 0.78 1.62
H -2.78 1.21 -0.60
H -1.22 1.27 -1.55
H 2.67 1.91 -1.44
H 0.56 0.04 -0.91
*
```

Output
Structure (SMILES) ... [H]/N=C/C=[NH+]\C=C(C)C
HOMO-LUMO gap (alpha / beta) ... 7.483 / 7.484 eV
HOMO energy (alpha / beta) ... -13.5 / -13.5 eV



Entry 3
Formula: C6H11N2
Source: OMol25
Level of theory: ωB97M-V with the def2-TZVPD basis set

The geometry in ORCA input format:
```
! wB97M-V def2-TZVPD RIJCOSX def2/J DEFGRID3
* xyz 1 1
N -0.67 0.27 0.06
N 1.81 -0.09 0.02
C 2.14 -1.43 0.12
C 2.46 1.05 -0.40
C 0.63 0.64 0.20
C -1.13 -1.17 -0.21
C 1.30 1.90 0.25
C -1.88 1.22 -0.11
H 1.98 -1.89 -0.89
H -0.23 -1.76 -0.21
H -1.59 2.28 -0.11
H -1.52 -1.16 -1.24
H 3.23 -1.72 0.23
H -2.57 1.11 0.75
H -1.84 -1.25 0.60
H 1.58 2.30 1.35
H 0.89 2.76 -0.34
H 1.74 -1.98 0.96
H -2.58 1.09 -1.04
*
```

Output
HOMO-LUMO gap ... 9.480 eV
HOMO energy ... -13.6 eV



Calculated relative energies: entry 1 3.987; entry 2 0.000; entry 3 1.524, given in eV



Entry 1
Formula: C4H14O2
Source: OMol25
Level of theory: ωB97M-V with the def2-TZVPD basis set

The geometry in ORCA input format:
```
! wB97M-V def2-TZVPD RIJCOSX def2/J DEFGRID3
* xyz 0 1
O 2.38 0.86 -1.25
O 3.05 -1.92 0.37
C -0.65 -0.19 0.13
C -1.79 0.87 0.53
C -0.94 -1.58 -0.20
C -1.10 2.28 0.62
H -1.52 -2.10 0.47
H -2.70 0.91 -0.13
H 0.05 -2.13 -0.44
H 2.67 0.10 -0.74
H -1.85 3.13 0.51
H 2.42 -1.89 -0.30
H -0.43 2.35 -0.29
H -0.03 -0.19 1.04
H -1.66 -1.58 -1.13
H 2.91 -2.78 0.77
H 2.30 0.52 -2.15
H -0.23 0.26 -0.86
H -0.60 2.45 1.61
H -2.28 0.62 1.47
*
```

Output
Structure (SMILES) ... CCCC.O.O
HOMO-LUMO gap ... 11.372 eV
HOMO energy ... -10.8 eV



Entry 2
Formula: C4H14O2
Source: OMol25
Level of theory: ωB97M-V with the def2-TZVPD basis set

The geometry in ORCA input format:
```
! wB97M-V def2-TZVPD RIJCOSX def2/J DEFGRID3
* xyz 0 1
O 1.21 1.86 -0.87
O 3.44 5.27 -1.64
C -1.22 -1.11 -0.75
C -0.56 -2.95 0.79
C -1.44 -1.73 0.62
C -1.24 -0.70 1.74
H -2.48 -2.06 0.74
H -1.67 -1.60 -1.61
H 1.07 2.57 -0.22
H -0.63 -3.67 -0.03
H 4.36 5.07 -1.44
H -0.18 -0.49 1.91
H -1.70 0.27 1.54
H -1.63 -1.11 2.67
H -0.13 -1.08 -0.91
H -1.56 -0.07 -0.80
H 0.49 -2.66 0.88
H -0.87 -3.59 1.62
H 1.28 2.39 -1.65
H 3.48 5.41 -2.59
*
```

Output
Structure (SMILES) ... CC(C)C.O.O
HOMO-LUMO gap ... 11.619 eV
HOMO energy ... -10.9 eV



Calculated relative energies: entry 1 1.009; entry 2 0.000, given in eV



Entry 1
Formula: C11H15N
Source: OMol25
Level of theory: ωB97M-V with the def2-TZVPD basis set

The geometry in ORCA input format:
```
! wB97M-V def2-TZVPD RIJCOSX def2/J DEFGRID3
* xyz 1 2
N 0.32 -1.95 0.24
C -0.74 1.68 0.00
C 2.09 -1.02 1.32
C -0.85 0.30 -0.22
C -3.52 1.31 -2.89
C 3.38 -0.85 2.01
C -3.58 -0.20 -3.17
C 0.08 -0.56 0.36
C 1.18 0.04 1.00
C 0.30 2.23 0.78
C 1.53 -2.20 0.79
C 1.26 1.40 1.30
H -4.53 -0.59 -2.82
H 2.06 1.78 1.92
H -3.50 1.55 -1.83
H -2.67 1.76 -3.39
H -1.78 -0.03 -0.67
H 3.12 -0.76 3.07
H -4.44 1.79 -3.26
H 3.84 0.10 1.76
H -1.51 2.33 -0.38
H -2.72 -0.66 -2.67
H 4.07 -1.66 1.80
H 0.19 3.26 1.07
H -3.47 -0.45 -4.23
H 1.97 -3.18 0.81
H -0.08 -2.37 -0.59
*
```

Output
Expectation value of S² ... 0.773
HOMO-LUMO gap (alpha / beta) ... 9.495 / 6.433 eV
HOMO energy (alpha / beta) ... -13.2 / -13.6 eV



Entry 2
Formula: C11H15N
Source: OMol25
Level of theory: ωB97M-V with the def2-TZVPD basis set

The geometry in ORCA input format:
```
! wB97M-V def2-TZVPD RIJCOSX def2/J DEFGRID3
* xyz 1 2
N -0.06 -0.90 2.18
C -2.46 -0.50 -1.56
C -1.75 -1.03 -2.83
C -0.14 0.30 1.44
C 3.18 -1.21 0.51
C -1.06 1.30 1.55
C 1.20 1.53 -0.17
C 1.10 0.49 0.80
C 1.92 -0.64 1.12
C 0.23 2.53 -0.13
C -0.88 2.44 0.77
C 1.16 -1.46 2.00
H 4.04 -0.56 0.57
H 3.20 -2.29 0.65
H -0.69 -1.19 -2.62
H -1.76 -0.59 -0.70
H -1.92 -0.35 -3.67
H 2.10 1.40 -0.76
H 1.57 -2.26 2.56
H 0.28 3.25 -0.91
H 2.87 -1.22 -0.61
H -3.45 -0.97 -1.48
H -1.48 3.32 0.87
H -2.00 1.14 2.07
H -0.76 -1.08 2.88
H -2.40 0.64 -1.55
H -2.05 -2.09 -2.99
*
```

Output
Expectation value of S² ... 0.774
HOMO-LUMO gap (alpha / beta) ... 9.310 / 6.378 eV
HOMO energy (alpha / beta) ... -13.1 / -13.4 eV



Entry 3
Formula: C11H15N
Source: OMol25
Level of theory: ωB97M-V with the def2-TZVPD basis set

The geometry in ORCA input format:
```
! wB97M-V def2-TZVPD RIJCOSX def2/J DEFGRID3
* xyz 1 2
N 0.17 -0.64 2.32
C -2.21 0.01 -1.09
C -0.09 -1.00 -0.30
C -0.72 -0.16 3.23
C 3.52 -0.70 -3.41
C -1.64 0.27 1.21
C -1.82 0.46 2.63
C -1.00 -0.69 -1.31
C -3.06 1.13 3.12
C -2.50 0.67 0.14
C 3.71 0.47 -2.39
C -0.42 -0.58 1.03
H 4.19 -0.70 -4.37
H -2.75 -0.05 -1.97
H 0.66 -1.71 -0.66
H -3.46 1.83 2.50
H -0.76 -0.91 -2.28
H -2.77 1.58 4.17
H 3.13 1.45 -2.73
H -0.47 -0.21 4.25
H -3.42 1.30 0.24
H 3.91 -1.50 -2.92
H -3.83 0.47 3.44
H 2.50 -0.84 -3.63
H 4.72 0.78 -2.29
H 3.33 0.42 -1.45
H 1.05 -1.15 2.51
*
```

Output
Expectation value of S² ... 0.777
HOMO-LUMO gap (alpha / beta) ... 9.300 / 6.046 eV
HOMO energy (alpha / beta) ... -13.1 / -13.2 eV



Calculated relative energies: entry 1 0.000; entry 2 0.965; entry 3 1.811, given in eV



Entry 1
Formula: C2H4N2S
Source: OMol25
Level of theory: ωB97M-V with the def2-TZVPD basis set

The geometry in ORCA input format:
```
! wB97M-V def2-TZVPD RIJCOSX def2/J DEFGRID3
* xyz 0 1
S -2.10 -0.59 0.00
N 1.23 0.06 0.02
N 0.15 0.90 -0.02
C 1.05 -1.21 -0.03
C -1.18 0.74 0.01
H 1.94 -1.83 0.02
H 0.07 -1.69 0.04
H -1.63 1.76 -0.02
H 0.47 1.87 -0.02
*
```

Output
Structure (SMILES) ... C=NNC=S
HOMO-LUMO gap ... 8.853 eV
HOMO energy ... -8.6 eV



Entry 2
Formula: C2H4N2S
Source: OMol25
Level of theory: ωB97M-V with the def2-TZVPD basis set

The geometry in ORCA input format:
```
! wB97M-V def2-TZVPD RIJCOSX def2/J DEFGRID3
* xyz 0 1
S 2.26 0.61 0.03
N -0.39 -0.35 -0.46
N -1.37 0.30 -0.05
C 1.12 -0.76 -0.29
C -2.43 0.90 -0.05
H 1.17 -1.51 0.50
H -3.33 0.89 0.49
H 1.36 -1.17 -1.26
H 1.60 1.10 1.08
*
```

Output
HOMO-LUMO gap ... 9.251 eV
HOMO energy ... -8.5 eV



Calculated relative energies: entry 1 0.000; entry 2 2.872, given in eV



Entry 1
Formula: C2H4N2S
Source: OMol25
Level of theory: ωB97M-V with the def2-TZVPD basis set

The geometry in ORCA input format:
```
! wB97M-V def2-TZVPD RIJCOSX def2/J DEFGRID3
* xyz 0 1
S -1.85 -0.27 -0.62
N -0.31 -0.32 2.74
N -0.30 -0.06 0.34
C -0.33 -0.12 1.61
C 0.91 -0.04 -0.50
H 1.55 0.73 -0.37
H -1.78 1.01 -1.30
H 1.39 -1.05 -0.30
H 0.72 0.12 -1.60
*
```

Output
Structure (SMILES) ... CN(S)C#N
HOMO-LUMO gap ... 9.402 eV
HOMO energy ... -9.4 eV



Entry 2
Formula: C2H4N2S
Source: OMol25
Level of theory: ωB97M-V with the def2-TZVPD basis set

The geometry in ORCA input format:
```
! wB97M-V def2-TZVPD RIJCOSX def2/J DEFGRID3
* xyz 0 1
S 1.44 0.61 -1.48
N 0.05 -0.35 0.67
N -1.10 -1.13 1.34
C -2.02 -0.23 1.55
C 0.13 0.18 -0.66
H -0.95 0.52 -0.85
H 1.19 -0.33 1.31
H -1.67 1.25 1.82
H -2.93 -0.52 2.00
*
```

Output
HOMO-LUMO gap ... 8.438 eV
HOMO energy ... -8.8 eV



Calculated relative energies: entry 1 0.000; entry 2 3.454, given in eV



Entry 1
Formula: C2H4N2S
Source: OMol25
Level of theory: ωB97M-V with the def2-TZVPD basis set

The geometry in ORCA input format:
```
! wB97M-V def2-TZVPD RIJCOSX def2/J DEFGRID3
* xyz 0 1
S -0.04 1.90 0.55
N -0.19 0.15 0.18
N -1.74 -1.12 1.61
C 0.43 -0.42 -1.05
C -1.08 -0.51 0.88
H 1.45 -0.75 -0.70
H 0.50 0.37 -1.82
H -0.37 -1.31 -1.14
H 1.04 1.67 1.49
*
```

Output
Structure (SMILES) ... CN(S)C#N
HOMO-LUMO gap ... 9.801 eV
HOMO energy ... -9.6 eV



Entry 2
Formula: C2H4N2S
Source: OMol25
Level of theory: ωB97M-V with the def2-TZVPD basis set

The geometry in ORCA input format:
```
! wB97M-V def2-TZVPD RIJCOSX def2/J DEFGRID3
* xyz 0 1
S -1.19 0.50 -1.35
N 0.40 -0.81 0.46
N 0.65 0.30 1.05
C -0.33 -0.72 -0.77
C 1.61 0.40 1.89
H 0.31 -1.68 0.95
H 2.06 -0.52 2.34
H 1.95 1.34 2.47
H -0.36 -1.66 -1.46
*
```

Output
Structure (SMILES) ... C=NNC=S
HOMO-LUMO gap ... 8.711 eV
HOMO energy ... -8.5 eV



Calculated relative energies: entry 1 0.000; entry 2 0.525, given in eV



Entry 1
Formula: C24H36N12
Source: OMol25
Level of theory: ωB97M-V with the def2-TZVPD basis set

The geometry in ORCA input format:
```
! wB97M-V def2-TZVPD RIJCOSX def2/J DEFGRID3
* xyz 0 1
N 17.23 2.67 16.02
N 22.78 -2.04 13.09
N 19.96 -0.89 17.84
N 17.72 -2.62 22.53
N 15.82 -3.01 16.49
N 20.08 1.36 22.40
N 17.70 -4.06 25.74
N 24.20 3.50 15.30
N 19.40 -0.13 13.29
N 13.93 -0.16 21.57
N 22.48 3.13 18.57
N 17.94 4.48 19.78
C 18.19 -4.65 24.84
C 15.65 3.68 18.89
C 14.20 -2.79 21.77
C 21.76 -1.52 15.45
C 18.85 -5.37 23.81
C 18.45 -0.29 13.96
C 14.04 -1.31 21.65
C 17.83 -0.72 19.30
C 16.40 -1.40 24.49
C 21.89 -0.06 21.13
C 17.45 3.00 14.96
C 13.90 -3.99 17.97
C 17.17 -2.09 23.41
C 20.88 0.75 21.78
C 23.42 1.50 13.78
C 17.24 -0.53 14.79
C 17.77 3.43 13.60
C 20.61 2.35 16.96
C 22.31 -1.79 14.15
C 18.98 -0.80 18.47
C 14.98 -3.44 17.15
C 23.89 2.58 14.60
C 16.94 4.14 19.39
C 21.67 2.72 17.87
H 22.69 0.87 14.29
H 18.29 4.39 13.70
H 20.32 1.30 17.04
H 15.59 2.62 18.64
H 19.68 2.90 17.12
H 18.43 2.65 13.23
H 14.19 -4.69 18.75
H 16.96 -1.02 25.35
H 20.93 2.53 15.94
H 15.74 -0.63 24.09
H 16.99 -1.59 14.78
H 22.28 0.57 20.34
H 15.18 -3.07 22.14
H 14.94 3.95 19.67
H 16.37 0.06 14.50
H 15.38 4.25 17.99
H 16.81 3.66 13.13
H 17.24 -1.63 19.23
H 18.16 -0.64 20.34
H 24.19 0.79 13.46
H 18.75 -4.89 22.84
H 14.10 -3.23 20.78
H 19.93 -5.39 23.96
H 13.22 -4.58 17.35
H 21.40 -0.91 20.64
H 21.37 -0.50 15.43
H 22.67 -0.46 21.79
H 13.37 -3.16 22.36
H 17.53 -0.25 15.80
H 17.24 0.17 19.09
H 18.44 -6.38 23.81
H 22.91 2.00 12.96
H 22.60 -1.59 16.14
H 20.96 -2.19 15.76
H 13.36 -3.13 18.37
H 15.69 -2.16 24.82
*
```

Output
Structure (SMILES) ... CC#N.CC#N.CC#N.CC#N.CC#N.CC#N.CC#N.CC#N.CC#N.CC#N.CC#N.CC#N
HOMO-LUMO gap ... 10.690 eV
HOMO energy ... -10.9 eV



Entry 2
Formula: C24H36N12
Source: OMol25
Level of theory: ωB97M-V with the def2-TZVPD basis set

The geometry in ORCA input format:
```
! wB97M-V def2-TZVPD RIJCOSX def2/J DEFGRID3
* xyz 0 1
N -2.01 1.54 2.31
N 1.28 -6.72 -1.70
N 3.23 4.73 1.21
N -6.72 1.92 -1.88
N 0.57 1.72 -4.74
N -1.36 0.71 -1.44
N 2.08 -0.38 3.30
N -1.58 -2.14 2.21
N -2.61 -2.39 -2.83
N 3.09 0.77 -1.53
N 5.09 -2.45 3.30
N 2.18 5.00 -2.60
C 4.45 -1.03 1.20
C -1.29 -3.06 2.85
C -4.18 1.47 -1.36
C 0.41 -5.94 -1.47
C -4.54 0.78 2.65
C 0.27 3.43 -1.80
C 4.77 -1.82 2.39
C 3.90 1.60 -1.26
C 0.73 0.63 -4.30
C 2.59 3.77 1.43
C -1.02 -4.30 3.56
C 4.88 2.63 -0.98
C -0.68 0.27 -0.62
C 0.13 0.25 4.84
C 1.34 4.27 -2.26
C 0.18 -0.37 0.37
C 0.90 -0.78 -3.86
C -5.62 1.69 -1.64
C 1.21 -0.14 3.98
C 1.81 2.58 1.78
C -3.14 1.23 2.46
C -0.71 -5.09 -1.18
C -2.78 -1.41 -3.45
C -2.94 -0.16 -4.19
H 5.90 2.30 -1.14
H -1.22 -5.60 -0.36
H -4.65 0.21 3.58
H 0.03 0.08 1.34
H 0.30 -1.00 -2.97
H -4.00 2.00 -0.43
H -0.54 -4.10 -0.77
H 4.23 0.03 1.33
H -5.00 0.26 1.81
H -1.48 -4.08 4.52
H 0.05 -4.50 3.68
H 0.29 -0.17 5.83
H -3.88 0.38 -4.10
H -0.15 3.92 -0.92
H 0.75 2.48 -1.56
H 1.94 -0.88 -3.52
H 5.33 -1.05 0.55
H -3.54 1.74 -2.20
H 0.98 2.80 2.46
H -4.05 0.41 -1.19
H -5.10 1.65 2.98
H 4.66 3.49 -1.62
H -2.82 -0.37 -5.25
H -0.19 -1.40 0.38
H 2.52 1.90 2.25
H -1.30 -5.09 -2.10
H 1.24 -0.43 0.13
H 0.79 -1.50 -4.66
H -2.18 0.58 -3.94
H -1.62 -4.98 2.95
H -0.43 3.36 -2.63
H 0.11 1.34 4.79
H 1.39 2.19 0.85
H 3.63 -1.55 0.71
H 4.84 2.93 0.06
H -0.78 -0.17 4.40
*
```

Output
Structure (SMILES) ... CC#N.CC#N.CC#N.CC#N.CC#N.CC#N.CC#N.CC#N.CC#N.CC#N.CC#N.CC#N
HOMO-LUMO gap ... 11.000 eV
HOMO energy ... -11.2 eV



Calculated relative energies: entry 1 0.183; entry 2 0.000, given in eV